An isolated molecule of C3H5NO3, computed with ωB97M-V with the def2-TZVPD basis set.

Last columns: bonded neighbours and bond lengths (Å).
CARTESIAN COORDINATES (ANGSTROEM)
1 N 2.42 1.32 1.23  C2 1.167
2 C 1.37 0.86 1.02  N1 1.167, C3 1.402
3 C 0.10 0.26 1.02  C2 1.402, C4 1.564, H8 1.120, H9 1.188
4 C -0.38 -0.17 -0.41  C3 1.564, O5 1.374, O6 1.340, O7 1.451
5 O -0.37 0.94 -1.22  C4 1.374, H10 0.974
6 O 0.32 -1.21 -0.89  C4 1.340, H11 1.059
7 O -1.72 -0.72 -0.34  C4 1.451, H12 0.951
8 H 0.08 -0.72 1.56  C3 1.120
9 H -0.69 0.98 1.54  C3 1.188
10 H -0.90 1.09 -2.02  O5 0.974
11 H 1.36 -0.99 -0.90  O6 1.059
12 H -1.59 -1.63 -0.60  O7 0.951

Computed properties:
- Maximum force: 5.16 eV Å⁻¹
- Energy: -397.76226 Eh
- Relative energy (zero: lowest compared OMol25 entry of this formula, charge and spin): 46.7 kcal/mol
- Structure (SMILES): N#CCC(O)(O)O
- Kohn-Sham gap: 11.6021 eV